No. 1
C4H15N2O | ωB97M-V with the def2-TZVPD basis set

The total charge is +1. The total energy is -9403.2135 eV. The value obtained for the HOMO-LUMO gap is 3.14 eV.

Last columns: bonded neighbours and bond lengths (Å).
Atoms and positions in Å:
1 C 2.065 -2.085 -0.173  C4 1.380, H7 1.101, H8 1.138
2 N 0.203 -1.146 2.687  C3 1.509, H9 1.069, H15 1.063
3 C 0.237 -0.178 3.844  N2 1.509, H10 1.076, H11 1.052, H12 1.098
4 C 1.558 -1.531 -1.331  C1 1.380, H13 1.076, H14 1.102
5 N -1.530 1.382 -2.894  C6 1.471, H16 0.989, H20 0.989
6 C -1.283 2.832 -2.894  N5 1.471, H17 1.122, H18 1.065, H19 1.063
7 H 2.959 -2.727 -0.158  C1 1.101
8 H 1.650 -1.620 0.779  C1 1.138
9 H -0.488 -1.923 2.936  N2 1.069
10 H -0.749 0.122 4.153  C3 1.076
11 H 0.677 0.733 3.554  C3 1.052
12 H 0.719 -0.740 4.654  C3 1.098
13 H 0.829 -0.801 -1.023  C4 1.076
14 H 1.778 -1.906 -2.343  C4 1.102
15 H -0.213 -0.649 1.844  N2 1.063
16 H -2.420 1.086 -3.205  N5 0.989
17 H -1.299 3.163 -3.966  C6 1.122
18 H -0.274 2.979 -2.589  C6 1.065
19 H -1.888 3.339 -2.183  C6 1.063
20 H -1.212 0.885 -2.101  N5 0.989
21 H -0.755 1.152 0.649  O22 1.042
22 O -0.685 0.127 0.473  H21 1.042

No. 2
C54H96BBrCl2FO14S | ωB97M-V with the def2-TZVPD basis set

The total charge is -1. The total energy is -195528.9451 eV. The value obtained for the HOMO-LUMO gap is 6.45 eV.

Last columns: bonded neighbours and bond lengths (Å).
Atoms and positions in Å:
1 C -5.106 3.881 0.187  C2 1.608, H35 1.141, H36 1.160, H37 1.152
2 C -4.914 2.288 0.072  C1 1.608, C3 1.611, H38 1.152, H39 1.153
3 C -3.781 1.661 1.030  C2 1.611, Cl4 1.871, C5 1.619, H40 1.145
4 Cl -3.291 3.029 2.209  C3 1.871
5 C -2.430 1.204 0.265  C3 1.619, F6 1.462, O7 1.452, C22 1.627
6 F -2.282 1.759 -1.079  C5 1.462
7 O -1.366 1.906 0.962  C5 1.452, B8 1.498
8 B -0.343 0.967 1.526  O7 1.498, C9 1.668, C17 1.656, O21 1.467
9 C -0.254 0.875 3.189  B8 1.668, C10 1.602, H41 1.152, H42 1.152
10 C 1.166 0.360 3.725  C9 1.602, C11 1.606, H43 1.141, H44 1.159
11 C 1.537 -1.144 3.299  C10 1.606, C12 1.634, H45 1.150, H46 1.141
12 C 3.072 -1.251 2.750  C11 1.634, S13 1.854, H47 1.141, H48 1.156
13 S 3.893 -2.814 3.320  C12 1.854, O14 1.510, O15 1.511, Cl16 2.078
14 O 3.815 -2.823 4.828  S13 1.510
15 O 5.355 -2.786 2.937  S13 1.511
16 Cl 2.982 -4.537 2.598  S13 2.078
17 C 1.070 1.430 0.799  B8 1.656, C18 1.615, H49 1.154, H50 1.150
18 C 1.494 2.931 1.218  C17 1.615, O19 1.253, Br20 1.994
19 O 2.366 3.188 2.081  C18 1.253
20 Br 0.636 4.478 0.299  C18 1.994
21 O -0.934 -0.334 1.195  B8 1.467, C22 1.469
22 C -2.021 -0.370 0.207  C5 1.627, O21 1.469, C23 1.619, C27 1.600
23 C -1.187 -0.732 -1.132  C22 1.619, C24 1.604, H51 1.154, H52 1.154
24 C -0.390 -2.121 -1.041  C23 1.604, C25 1.611, H53 1.154, H54 1.140
25 C -0.205 -2.837 -2.471  C24 1.611, O26 1.464, H55 1.142, H56 1.148
26 O -0.605 -4.239 -2.329  C25 1.464, H57 0.983
27 C -2.980 -1.475 0.857  C22 1.600, C28 1.610, H58 1.150, H59 1.158
28 C -4.406 -1.666 0.137  C27 1.610, C29 1.594, H60 1.141, H61 1.157
29 C -4.365 -1.689 -1.457  C28 1.594, C30 1.552, C34 1.561
30 C -5.118 -0.556 -2.203  C29 1.552, C31 1.547, H62 1.136
31 C -5.124 -0.435 -3.746  C30 1.547, C32 1.556, H63 1.137
32 C -4.325 -1.507 -4.542  C31 1.556, C33 1.571, H64 1.142
33 C -3.586 -2.669 -3.787  C32 1.571, C34 1.558, H65 1.137
34 C -3.580 -2.792 -2.235  C29 1.561, C33 1.558, H66 1.140
35 H -5.593 4.228 1.158  C1 1.141
36 H -5.849 4.171 -0.656  C1 1.160
37 H -4.138 4.451 -0.068  C1 1.152
38 H -5.922 1.820 0.375  C2 1.152
39 H -4.750 2.067 -1.048  C2 1.153
40 H -4.192 0.836 1.709  C3 1.145
41 H -0.491 1.926 3.599  C9 1.152
42 H -1.095 0.169 3.539  C9 1.152
43 H 2.044 1.037 3.456  C10 1.141
44 H 1.102 0.365 4.882  C10 1.159
45 H 1.442 -1.842 4.207  C11 1.150
46 H 0.885 -1.588 2.475  C11 1.141
47 H 3.656 -0.309 3.021  C12 1.141
48 H 3.025 -1.292 1.596  C12 1.156
49 H 1.920 0.697 1.070  C17 1.154
50 H 1.017 1.439 -0.350  C17 1.150
51 H -0.392 0.090 -1.296  C23 1.154
52 H -1.889 -0.652 -2.045  C23 1.154
53 H 0.671 -1.863 -0.668  C24 1.154
54 H -0.818 -2.866 -0.292  C24 1.140
55 H 0.903 -2.840 -2.746  C25 1.142
56 H -0.810 -2.309 -3.292  C25 1.148
57 H 0.076 -4.811 -2.749  O26 0.983
58 H -2.488 -2.507 0.978  C27 1.150
59 H -3.197 -1.122 1.938  C27 1.158
60 H -5.145 -0.900 0.547  C28 1.141
61 H -4.808 -2.701 0.465  C28 1.157
62 H -5.684 0.205 -1.578  C30 1.136
63 H -5.690 0.439 -4.202  C31 1.137
64 H -4.317 -1.390 -5.678  C32 1.142
65 H -3.009 -3.426 -4.409  C33 1.137
66 H -3.039 -3.613 -1.656  C34 1.140
67 C 3.226 6.833 2.958  C68 1.513, C71 1.516, H72 1.092, H73 1.095
68 C 2.993 8.163 3.642  C67 1.513, C69 1.516, H74 1.096, H75 1.092
69 C 1.707 7.906 4.403  C68 1.516, O70 1.433, H76 1.096, H77 1.093
70 O 1.695 6.513 4.738  C69 1.433, C71 1.436
71 C 2.737 5.852 4.005  C67 1.516, O70 1.436, H78 1.096, H79 1.090
72 H 4.264 6.664 2.668  C67 1.092
73 H 2.603 6.763 2.061  C67 1.095
74 H 3.809 8.367 4.345  C68 1.096
75 H 2.919 9.006 2.952  C68 1.092
76 H 0.829 8.109 3.780  C69 1.096
77 H 1.633 8.504 5.314  C69 1.093
78 H 3.535 5.597 4.713  C71 1.096
79 H 2.352 4.930 3.568  C71 1.090
80 C 5.352 -9.290 2.356  C81 1.513, C84 1.516, H85 1.092, H86 1.095
81 C 4.572 -7.996 2.427  C80 1.513, C82 1.516, H87 1.095, H88 1.091
82 C 4.930 -7.341 1.108  C81 1.516, O83 1.435, H89 1.095, H90 1.092
83 O 5.168 -8.400 0.169  C82 1.435, C84 1.433
84 C 5.251 -9.639 0.884  C80 1.516, O83 1.433, H91 1.096, H92 1.092
85 H 4.962 -10.074 3.008  C80 1.092
86 H 6.398 -9.109 2.627  C80 1.095
87 H 3.498 -8.211 2.459  C81 1.095
88 H 4.822 -7.378 3.291  C81 1.091
89 H 5.851 -6.754 1.192  C82 1.095
90 H 4.136 -6.691 0.734  C82 1.092
91 H 4.339 -10.209 0.674  C84 1.096
92 H 6.110 -10.212 0.528  C84 1.092
93 C -2.654 2.036 -8.159  C94 1.512, C97 1.516, H98 1.091, H99 1.095
94 C -1.696 0.958 -8.615  C93 1.512, C95 1.516, H100 1.095, H101 1.091
95 C -2.050 -0.189 -7.690  C94 1.516, O96 1.434, H102 1.095, H103 1.093
96 O -3.443 -0.056 -7.376  C95 1.434, C97 1.434
97 C -3.893 1.232 -7.817  C93 1.516, O96 1.434, H104 1.096, H105 1.092
98 H -2.840 2.805 -8.911  C93 1.091
99 H -2.264 2.522 -7.260  C93 1.095
100 H -1.914 0.682 -9.653  C94 1.095
101 H -0.646 1.248 -8.553  C94 1.091
102 H -1.488 -0.131 -6.751  C95 1.095
103 H -1.867 -1.166 -8.144  C95 1.093
104 H -4.525 1.082 -8.700  C97 1.096
105 H -4.494 1.700 -7.034  C97 1.092
106 C 3.893 12.139 5.381  C107 1.512, C110 1.516, H111 1.092, H112 1.095
107 C 2.909 12.952 4.569  C106 1.512, C108 1.516, H113 1.095, H114 1.091
108 C 1.727 12.008 4.471  C107 1.516, O109 1.434, H115 1.095, H116 1.093
109 O 1.732 11.210 5.662  C108 1.434, C110 1.434
110 C 2.978 11.407 6.343  C106 1.516, O109 1.434, H117 1.096, H118 1.092
111 H 4.649 12.741 5.887  C106 1.092
112 H 4.405 11.420 4.732  C106 1.095
113 H 2.624 13.851 5.125  C107 1.095
114 H 3.291 13.259 3.595  C107 1.091
115 H 1.828 11.333 3.615  C108 1.095
116 H 0.774 12.537 4.388  C108 1.093
117 H 2.780 12.008 7.237  C110 1.096
118 H 3.383 10.442 6.655  C110 1.092
119 C 0.652 -7.954 5.598  C120 1.513, C123 1.516, H124 1.092, H125 1.095
120 C 1.542 -6.770 5.292  C119 1.513, C121 1.516, H126 1.095, H127 1.091
121 C 0.563 -5.790 4.677  C120 1.516, O122 1.434, H128 1.096, H129 1.092
122 O -0.713 -6.045 5.280  C121 1.434, C123 1.433
123 C -0.642 -7.277 6.008  C119 1.516, O122 1.433, H130 1.096, H131 1.093
124 H 1.049 -8.616 6.370  C119 1.092
125 H 0.493 -8.544 4.689  C119 1.095
126 H 1.946 -6.360 6.223  C120 1.095
127 H 2.379 -7.008 4.633  C120 1.091
128 H 0.462 -5.953 3.598  C121 1.096
129 H 0.849 -4.750 4.846  C121 1.092
130 H -0.642 -7.036 7.076  C123 1.096
131 H -1.522 -7.885 5.787  C123 1.093
132 C 7.835 -0.824 1.435  C133 1.512, C136 1.515, H137 1.091, H138 1.096
133 C 7.053 0.468 1.502  C132 1.512, C134 1.516, H139 1.095, H140 1.091
134 C 7.405 1.118 0.178  C133 1.516, O135 1.434, H141 1.096, H142 1.093
135 O 7.642 0.055 -0.756  C134 1.434, C136 1.435
136 C 7.730 -1.181 -0.034  C132 1.515, O135 1.435, H143 1.095, H144 1.093
137 H 7.449 -1.606 2.092  C132 1.091
138 H 8.882 -0.640 1.701  C132 1.096
139 H 5.981 0.251 1.538  C133 1.095
140 H 7.305 1.091 2.362  C133 1.091
141 H 8.325 1.707 0.256  C134 1.096
142 H 6.608 1.765 -0.197  C134 1.093
143 H 6.819 -1.754 -0.238  C136 1.095
144 H 8.589 -1.755 -0.390  C136 1.093
145 C -9.654 -0.083 -2.792  C146 1.513, C149 1.516, H150 1.091, H151 1.095
146 C -10.445 1.192 -2.987  C145 1.513, C147 1.517, H152 1.095, H153 1.092
147 C -9.375 2.255 -2.826  C146 1.517, O148 1.433, H154 1.095, H155 1.093
148 O -8.145 1.677 -3.282  C147 1.433, C149 1.435
149 C -8.333 0.264 -3.448  C145 1.516, O148 1.435, H156 1.096, H157 1.090
150 H -10.127 -0.965 -3.228  C145 1.091
151 H -9.504 -0.267 -1.723  C145 1.095
152 H -10.854 1.224 -4.003  C146 1.095
153 H -11.272 1.309 -2.283  C146 1.092
154 H -9.246 2.533 -1.775  C147 1.095
155 H -9.592 3.158 -3.401  C147 1.093
156 H -8.356 0.053 -4.523  C149 1.096
157 H -7.493 -0.272 -3.006  C149 1.090
158 C 1.131 -4.764 -7.352  C159 1.512, C162 1.516, H163 1.092, H164 1.095
159 C -0.069 -3.942 -7.767  C158 1.512, C160 1.516, H165 1.095, H166 1.092
160 C -0.548 -3.391 -6.438  C159 1.516, O161 1.434, H167 1.095, H168 1.092
161 O 0.609 -3.252 -5.604  C160 1.434, C162 1.434
162 C 1.709 -3.930 -6.226  C158 1.516, O161 1.434, H169 1.095, H170 1.092
163 H 1.843 -4.942 -8.160  C158 1.092
164 H 0.800 -5.734 -6.967  C158 1.095
165 H 0.252 -3.121 -8.418  C159 1.095
166 H -0.834 -4.515 -8.293  C159 1.092
167 H -1.236 -4.087 -5.945  C160 1.095
168 H -1.046 -2.424 -6.540  C160 1.092
169 H 2.398 -3.169 -6.609  C162 1.095
170 H 2.236 -4.534 -5.483  C162 1.092